Entry 1:
The following is a quantum chemistry calculation of a structure of composition C52H69Br2InN4P3, from the OMol25 dataset.

ORCA input file:
```
! RIJCOSX wB97M-V def2-TZVPD def2/J DEFGRID3
* xyz 3 1
In 0.225 -0.920 0.482
C -0.573 5.147 4.713
C -0.044 5.146 3.279
C -0.921 6.065 2.416
C 1.409 5.666 3.278
C -0.014 3.745 2.684
C -0.232 2.594 3.439
C -0.165 1.355 2.834
N 0.121 1.184 1.537
C 0.367 2.277 0.802
C 0.286 3.549 1.333
C 0.695 2.031 -0.624
C 1.288 2.985 -1.423
C 1.571 2.727 -2.767
C 1.164 1.486 -3.254
C 0.594 0.568 -2.397
N 0.389 0.808 -1.093
C 2.267 3.769 -3.629
C 1.261 4.902 -3.902
C 2.739 3.177 -4.959
C 3.484 4.332 -2.878
H -0.587 6.171 5.087
H 0.066 4.569 5.385
H -1.594 4.760 4.771
H -0.967 7.054 2.874
H -1.942 5.681 2.338
H -0.523 6.195 1.407
H 1.442 6.652 3.747
H 1.802 5.761 2.263
H 2.065 5.000 3.844
H -0.473 2.651 4.492
H -0.346 0.459 3.409
H 0.438 4.404 0.690
H 1.561 3.940 -0.995
H 1.301 1.213 -4.293
H 0.282 -0.396 -2.757
H 0.391 4.536 -4.453
H 1.741 5.677 -4.504
H 0.914 5.364 -2.974
H 1.902 2.889 -5.600
H 3.384 2.307 -4.806
H 3.317 3.925 -5.502
H 3.203 4.884 -1.978
H 4.017 5.028 -3.527
H 4.180 3.535 -2.598
C -1.744 -1.664 -4.108
P -0.742 -2.579 -2.875
C -1.221 -4.297 -3.340
C 0.952 -2.499 -3.571
C 1.169 -2.466 -4.946
C 2.453 -2.386 -5.473
C 3.541 -2.319 -4.620
C 3.348 -2.344 -3.246
C 2.064 -2.447 -2.705
P 1.906 -2.536 -0.887
C 1.396 -4.247 -0.504
C 3.624 -2.576 -0.297
H -1.398 -0.640 -4.242
H -2.767 -1.625 -3.728
H -1.756 -2.175 -5.070
H -0.864 -4.508 -4.347
H -2.308 -4.381 -3.325
H -0.805 -5.041 -2.658
H 0.328 -2.507 -5.628
H 2.600 -2.372 -6.546
H 4.545 -2.255 -5.021
H 4.221 -2.292 -2.610
H 1.923 -4.938 -1.163
H 0.323 -4.384 -0.625
H 1.668 -4.466 0.531
H 4.107 -3.453 -0.725
H 3.623 -2.673 0.789
H 4.178 -1.683 -0.565
Br 2.732 -3.160 6.635
C 2.041 -2.448 5.066
C 0.713 -2.643 4.731
C 0.276 -2.135 3.527
N 1.050 -1.445 2.680
C 2.320 -1.186 3.056
C 2.849 -1.701 4.225
C 3.107 -0.272 2.186
C 4.247 0.372 2.642
C 4.927 1.210 1.773
Br 6.451 2.111 2.346
C 4.469 1.360 0.475
C 3.318 0.686 0.118
N 2.630 -0.094 0.958
H 0.041 -3.183 5.385
H -0.741 -2.271 3.218
H 3.885 -1.538 4.486
H 4.601 0.249 3.656
H 4.997 1.983 -0.235
H 2.942 0.758 -0.898
C -5.047 -1.246 2.116
C -3.562 -0.878 2.261
C -3.106 -1.181 3.690
C -3.441 0.623 1.964
P -2.487 -1.776 0.978
C -3.259 -1.184 -0.568
C -4.402 -1.761 -1.129
C -5.053 -1.152 -2.195
C -4.583 0.047 -2.713
C -3.442 0.626 -2.176
C -2.790 0.012 -1.116
C -2.679 -3.667 1.072
C -4.069 -4.113 1.532
C -1.645 -4.267 2.031
C -2.374 -4.227 -0.314
H -5.622 -0.447 2.592
H -5.305 -2.173 2.620
H -5.378 -1.295 1.080
H -3.836 -0.755 4.383
H -2.143 -0.727 3.923
H -3.059 -2.254 3.899
H -3.845 1.177 2.816
H -4.020 0.899 1.082
H -2.417 0.944 1.809
H -4.809 -2.685 -0.741
H -5.944 -1.610 -2.607
H -5.106 0.529 -3.530
H -3.068 1.564 -2.571
H -1.926 0.498 -0.688
H -4.244 -3.890 2.584
H -4.120 -5.201 1.420
H -4.882 -3.691 0.947
H -1.822 -3.988 3.070
H -0.623 -3.999 1.750
H -1.723 -5.356 1.980
H -3.113 -3.943 -1.061
H -2.359 -5.319 -0.253
H -1.400 -3.888 -0.651
*
```

Properties
Energy relative to the best compared isomer or geometry (same formula, charge and spin) in kcal/mol: 2.6
Largest force on an atom in eV/A: 0.74
Kohn-Sham gap in eV: 7.57
E_tot in Ha: -8603.42347
LUMO level in eV: -7.96

Entry 2:
The following is a quantum chemistry calculation of the ion C4H5N4 with charge +1 in a non-equilibrium geometry, from the OMol25 dataset.

ORCA input file:
```
! RIJCOSX wB97M-V def2-TZVPD def2/J DEFGRID3
* xyz 1 1
C -2.578 -1.501 0.027
C -3.323 -0.375 -0.014
C 0.420 0.306 0.127
C 1.379 1.296 0.028
N -3.245 1.996 -0.237
N -0.334 -0.582 0.071
N -3.221 0.876 -0.108
N -1.148 -1.539 0.097
H -3.020 -2.360 0.294
H 1.236 1.948 0.873
H 2.365 1.101 -0.060
H 1.342 1.642 -0.968
H -0.705 -2.399 -0.266
*
```

Properties
Energy relative to the best compared isomer or geometry (same formula, charge and spin) in kcal/mol: 121.6
Largest force on an atom in eV/A: 6.18
Kohn-Sham gap in eV: 8.18
E_tot in Ha: -373.95952
LUMO level in eV: -4.69

Entry 3:
The following is a quantum chemistry calculation of a cluster of 8 separate species, C40H40N8 in total in a non-equilibrium geometry, from the OMol25 dataset.

ORCA input file:
```
! RIJCOSX wB97M-V def2-TZVPD def2/J DEFGRID3
* xyz 0 1
C 6.082 0.185 -4.910
C 6.789 1.257 -5.407
C 6.904 2.347 -4.498
N 6.385 2.331 -3.224
C 5.722 1.252 -2.801
C 5.541 0.142 -3.614
H 5.775 -0.724 -5.406
H 7.302 1.234 -6.357
H 7.486 3.174 -4.876
H 5.421 1.253 -1.764
H 5.065 -0.752 -3.239
C -1.670 2.038 7.978
C -2.201 3.261 8.416
C -2.535 3.451 9.720
N -2.340 2.487 10.575
C -1.785 1.304 10.215
C -1.399 1.080 8.932
H -1.572 1.744 6.943
H -2.519 3.939 7.638
H -3.034 4.356 10.032
H -1.792 0.457 10.886
H -0.969 0.105 8.751
C -0.772 0.318 -0.591
C -0.721 1.638 -0.211
C 0.002 1.969 0.967
N 0.697 1.067 1.630
C 0.677 -0.258 1.187
C -0.114 -0.655 0.135
H -1.420 0.031 -1.405
H -1.283 2.303 -0.850
H 0.036 2.982 1.339
H 1.198 -0.892 1.889
H -0.234 -1.714 -0.040
C 0.945 4.085 -7.930
C 0.751 5.359 -8.474
C 0.758 6.496 -7.706
N 1.053 6.481 -6.390
C 1.291 5.241 -5.859
C 1.222 4.029 -6.549
H 0.943 3.196 -8.544
H 0.534 5.330 -9.532
H 0.669 7.498 -8.101
H 1.687 5.254 -4.855
H 1.375 3.101 -6.019
C -0.680 -8.954 -0.228
C -1.881 -8.347 -0.532
C -2.454 -8.522 -1.780
N -1.815 -9.279 -2.765
C -0.692 -9.989 -2.353
C -0.067 -9.830 -1.145
H -0.260 -8.841 0.760
H -2.527 -7.844 0.172
H -3.323 -7.969 -2.104
H -0.260 -10.467 -3.220
H 0.872 -10.338 -0.980
C 3.331 7.660 4.610
C 4.036 7.340 3.417
C 3.407 7.680 2.208
N 2.213 8.417 2.051
C 1.652 8.722 3.282
C 2.142 8.354 4.524
H 3.787 7.366 5.544
H 4.996 6.845 3.416
H 3.969 7.354 1.345
H 0.741 9.301 3.256
H 1.708 8.627 5.474
C -1.977 -7.079 7.205
C -2.517 -5.992 6.588
C -1.638 -5.191 5.786
N -0.316 -5.486 5.591
C 0.156 -6.571 6.352
C -0.591 -7.449 7.050
H -2.715 -7.659 7.739
H -3.555 -5.722 6.718
H -2.054 -4.320 5.302
H 1.233 -6.640 6.367
H -0.127 -8.290 7.544
C -5.411 -0.756 -7.813
C -5.381 -2.150 -7.955
C -5.534 -2.909 -6.788
N -5.730 -2.401 -5.539
C -5.652 -1.008 -5.367
C -5.564 -0.187 -6.500
H -5.339 -0.098 -8.666
H -5.243 -2.539 -8.953
H -5.722 -3.967 -6.901
H -5.664 -0.535 -4.397
H -5.506 0.887 -6.398
*
```

Properties
Energy relative to the best compared isomer or geometry (same formula, charge and spin) in kcal/mol: 86.2
Largest force on an atom in eV/A: 3.95
Kohn-Sham gap in eV: 9.88
E_tot in Ha: -1986.09821
LUMO level in eV: 0.42

Entry 4:
The following is a quantum chemistry calculation of the ion C7H12N3 with charge +1 in a non-equilibrium geometry, from the OMol25 dataset.

ORCA input file:
```
! RIJCOSX wB97M-V def2-TZVPD def2/J DEFGRID3
* xyz 1 1
C 1.408 -1.247 1.034
C 0.692 -0.447 -0.030
C 1.368 -0.499 -1.381
N 0.746 1.067 0.421
C -0.409 1.909 -0.006
C -1.537 0.935 -0.155
C -2.800 0.525 -0.006
N -2.926 -0.793 0.039
N -1.731 -1.336 0.025
C -0.727 -0.592 -0.077
H 1.632 -2.233 0.901
H 0.936 -1.291 1.992
H 2.449 -0.940 1.245
H 2.193 0.063 -1.564
H 0.861 -0.157 -2.260
H 1.684 -1.535 -1.684
H 1.587 1.731 0.080
H 0.790 0.893 1.497
H -0.096 2.463 -0.910
H -0.634 2.655 0.744
H -3.660 1.171 0.039
H -1.825 -2.343 0.055
*
```

Properties
Energy relative to the best compared isomer or geometry (same formula, charge and spin) in kcal/mol: 114.2
Largest force on an atom in eV/A: 7.98
Kohn-Sham gap in eV: 9.04
E_tot in Ha: -437.81628
LUMO level in eV: -3.29

What is the formula in the second record?
C4H5N4